Formula: C18H24N2O2
Source: OMol25
Level of theory: ωB97M-V/def2-TZVPD

LUMO ... -0.0127 Eh
2S+1 ... 1
Net charge ... 0
Highest occupied orbital energy ... -7.2 eV
HOMO-LUMO gap ... 6.82 eV
Structure (SMILES) ... CCCCCCN1C=CC(=C/C=C(\C#N)C(=O)OCC)C=C1

Element x y z (Å)
C  4.312  4.005  -4.460
C  4.095  3.465  -3.051
C  3.160  4.366  -2.247
C  3.008  3.941  -0.786
C  2.278  2.610  -0.623
H  1.313  2.657  -1.132
H  2.858  1.806  -1.079
C  2.051  2.277  0.856
N  1.373  1.012  1.013
C  0.012  0.944  0.987
C  -0.656  -0.229  1.031
C  0.041  -1.481  1.093
C  -0.558  -2.724  1.138
C  -1.934  -2.973  1.130
C  -2.493  -4.229  1.171
C  -1.683  -5.377  1.226
N  -0.992  -6.294  1.271
C  -3.940  -4.451  1.163
O  -4.480  -5.533  1.194
O  -4.634  -3.286  1.102
C  -6.052  -3.401  1.107
C  -6.599  -3.571  2.518
H  -6.238  -4.506  2.941
H  -6.275  -2.748  3.151
H  -7.685  -3.593  2.489
H  -6.413  -2.475  0.653
H  -6.342  -4.257  0.488
H  -2.624  -2.143  1.089
H  0.094  -3.587  1.182
C  1.471  -1.358  1.106
C  2.079  -0.154  1.061
H  3.154  -0.053  1.070
H  2.067  -2.255  1.154
H  -1.732  -0.215  1.018
H  -0.503  1.892  0.940
H  3.012  2.229  1.374
H  1.449  3.061  1.323
H  3.997  3.870  -0.327
H  2.451  4.715  -0.252
H  2.177  4.383  -2.722
H  3.554  5.385  -2.270
H  3.676  2.459  -3.119
H  5.057  3.395  -2.538
H  4.975  3.352  -5.022
H  3.366  4.074  -4.992
H  4.757  4.997  -4.425



Formula: C18H24N2O2RuS3
Source: OMol25
Level of theory: ωB97M-V/def2-TZVPD

LUMO (spin up / spin down) ... -0.1227 / -0.1662 Eh
2S+1 ... 6
Net charge ... +1
⟨S²⟩ ... 8.93
Highest occupied orbital energy (spin up / spin down) ... -11.1 / -10.9 eV
HOMO-LUMO gap (spin up / spin down) ... 7.77 / 6.38 eV

Element x y z (Å)
Ru  -1.295  0.082  -0.113
C  2.675  1.984  1.459
C  1.662  0.896  0.812
N  0.474  0.971  1.051
O  -0.129  2.152  1.655
C  1.606  -0.999  -0.972
C  2.430  -1.974  -1.825
N  -0.279  -2.301  -1.479
O  -1.390  -2.338  -2.056
H  3.027  1.577  2.421
H  2.153  2.886  1.754
H  3.537  2.249  0.867
H  0.423  2.533  2.422
H  2.463  -1.430  -2.739
H  1.911  -2.891  -1.970
H  3.400  -2.279  -1.502
C  -4.114  0.899  -1.906
C  -3.954  2.197  -1.105
S  -2.540  2.307  0.025
C  -3.346  1.978  1.644
C  -4.112  0.650  1.840
S  -3.031  -0.842  1.535
C  -3.954  -2.020  0.557
C  -4.263  -1.720  -0.887
S  -5.235  -0.202  -1.059
H  -3.165  0.366  -2.014
H  -4.543  1.111  -2.850
H  -4.844  2.401  -0.645
H  -3.853  2.952  -1.857
H  -3.954  2.847  1.800
H  -2.448  2.062  2.275
H  -4.979  0.543  1.223
H  -4.389  0.597  2.899
H  -4.832  -2.249  1.119
H  -3.351  -2.937  0.541
H  -4.891  -2.510  -1.284
H  -3.419  -1.814  -1.522
C  0.157  -0.995  -1.162
C  2.229  -0.069  -0.148
C  3.666  -0.300  0.009
C  4.204  -1.277  0.885
C  5.508  -1.562  0.893
C  6.474  -0.810  0.164
C  5.938  0.165  -0.643
C  4.572  0.379  -0.763
H  3.520  -1.807  1.562
H  5.893  -2.347  1.457
H  7.522  -1.096  0.284
H  6.609  0.797  -1.275
H  4.256  1.186  -1.377



Number 1: maximum force 1.12 eV Å⁻¹, E -960.2609 Eh. Number 2: maximum force 6.74 eV Å⁻¹, E -2249.1935 Eh.